Record 1
A cluster of 8 separate species, ClH14O7 in total. Source: OMol25; level of theory: wB97M-V/def2-TZVPD.

Geometry as XYZ:
```
22
Properties=species:S:1:pos:R:3:forces:R:3:mulliken_charge:R:1
Cl 15.1414 -22.4989 1.5074 0.153 -0.133 -0.011 -0.90
O 15.5411 -22.2721 4.8505 0.361 -0.097 -0.058 -0.60
H 15.7051 -22.3888 3.8989 -0.362 0.070 0.166 0.24
H 15.1486 -23.1055 5.1255 -0.047 0.042 -0.086 0.29
O 12.9126 -24.8853 1.3255 0.146 -0.004 -0.251 -0.61
H 13.6164 -24.2341 1.1373 -0.177 -0.068 0.321 0.30
H 13.3740 -25.6156 1.7480 0.030 0.078 -0.006 0.28
O 16.8146 -20.0156 0.1496 0.011 -0.200 -0.109 -0.64
H 17.7333 -20.2933 0.0767 -0.074 -0.051 0.024 0.31
H 16.3268 -20.8453 0.3103 0.065 0.295 0.123 0.35
O 13.1580 -20.5655 3.2458 0.163 -0.065 -0.178 -0.62
H 13.9098 -20.9594 2.7590 -0.414 0.123 0.321 0.31
H 12.3818 -20.9700 2.8418 0.112 0.027 -0.099 0.33
O 18.3387 -22.6993 2.8072 -0.061 0.016 0.024 -0.64
H 17.4095 -22.7406 2.5296 0.094 0.056 -0.072 0.34
H 18.3482 -22.0214 3.4916 -0.077 -0.054 -0.038 0.33
O 12.1066 -21.5385 0.3335 0.131 -0.033 -0.024 -0.62
H 11.8965 -22.1719 -0.3596 0.021 -0.034 0.109 0.30
H 13.0133 -21.7682 0.6040 -0.101 0.068 -0.038 0.31
O 17.1182 -23.8763 -0.6310 0.179 -0.004 0.219 -0.64
H 16.8889 -23.4846 0.2330 -0.099 -0.125 -0.423 0.29
H 16.2653 -24.1256 -0.9973 -0.054 0.094 0.085 0.31
```
Forces are in eV/Å.

Calculated values
* energy above the lowest of the compared OMol25 structures with the same formula, charge and spin: 0.2689 eV
* highest occupied orbital energy: -6.9 eV
* charge: -1
* frontier orbital gap: 10.2 eV
* E_tot: -995.402148 hartree
* strongest force on any atom: 0.010 Eh/bohr

=====

Record 2
A cluster of 10 separate species, ClH18O13 in total. Source: OMol25; level of theory: wB97M-V/def2-TZVPD.

Geometry as XYZ:
```
32
Properties=species:S:1:pos:R:3:forces:R:3:mulliken_charge:R:1
Cl -0.8096 0.2029 -1.0569 0.137 0.214 -0.710 1.58
O -1.5896 1.4889 -1.0049 1.077 -2.557 -0.152 -0.88
O -1.7426 -0.9401 -1.3219 1.971 2.282 0.722 -0.65
O 0.2354 0.3239 -2.1199 -2.334 -0.007 1.808 -0.68
O -0.0916 0.0119 0.2571 -2.064 0.200 -2.425 -0.67
O 2.5594 2.2479 -2.1289 0.038 2.944 -1.535 -0.62
H 2.0094 1.7479 -2.6949 -0.950 -0.909 -0.767 0.30
H 2.8954 1.6739 -1.5029 0.827 -1.829 2.215 0.30
O 1.2204 -0.4261 2.5261 0.697 -0.211 2.161 -0.70
H 0.8004 -0.3671 1.6851 -0.377 0.229 -0.734 0.57
H 1.2254 0.4419 2.9571 -0.063 -0.356 -0.611 0.29
O 1.1674 -2.2121 -2.2959 -0.246 -0.280 -0.840 -0.67
H 0.7664 -1.3771 -2.5749 0.237 -0.355 0.210 0.39
H 1.6404 -2.0161 -1.4869 0.279 0.054 0.455 0.34
O -3.3566 -2.5121 0.7251 0.174 0.715 -0.109 -0.62
H -2.9806 -1.8491 1.3181 -0.224 -0.218 0.374 0.31
H -3.1736 -2.0581 -0.1109 -0.075 -0.386 -0.247 0.35
O -0.2116 -2.6031 1.3201 1.421 -1.668 -0.751 -0.63
H -0.4096 -2.4821 2.2171 -0.181 0.209 2.130 0.28
H -0.8026 -2.0331 0.8861 -1.101 1.087 -1.346 0.21
O 2.3384 -2.1771 0.2721 2.380 0.421 -1.488 -0.64
H 1.6114 -2.3741 0.8111 -1.988 -0.490 1.486 0.36
H 3.1264 -2.1351 0.8251 -0.349 0.107 -0.044 0.28
O 1.9914 1.7299 0.5991 0.241 -0.689 -0.071 -0.58
H 1.4884 2.3689 1.0711 -0.185 1.607 0.707 0.39
H 1.2574 1.1109 0.4781 0.464 -0.565 -0.533 0.27
O -3.6516 1.7019 0.8911 0.695 0.250 -0.127 -0.61
H -3.1146 1.5499 0.0971 0.402 0.270 0.222 0.36
H -4.4226 1.2089 0.6711 -1.191 -0.555 0.052 0.31
O -0.0686 3.6299 -0.3499 -0.459 1.398 0.768 -0.72
H 0.7264 3.2499 -0.6699 1.573 -0.411 -0.774 0.37
H -0.6336 2.8719 -0.2899 -0.823 -0.500 -0.046 0.42
```
Forces are in eV/Å.

Calculated values
* energy above the lowest of the compared OMol25 structures with the same formula, charge and spin: 1.0683 eV
* highest occupied orbital energy: -7.5 eV
* charge: -1
* frontier orbital gap: 10.3 eV
* E_tot: -1448.937018 hartree
* strongest force on any atom: 0.065 Eh/bohr

=====

Record 3
A cluster of 11 separate species, ClH20O10 in total. Source: OMol25; level of theory: wB97M-V/def2-TZVPD.

Geometry as XYZ:
```
31
Properties=species:S:1:pos:R:3:forces:R:3:mulliken_charge:R:1
Cl 0.2342 -0.1316 0.4326 -0.133 -0.366 -0.429 -0.83
O 1.2698 -3.0417 0.3833 0.417 1.222 -0.494 -0.64
H 2.2454 -2.9503 0.4404 -1.009 -0.063 -0.092 0.30
H 0.9384 -2.0826 0.3298 0.588 -1.532 0.231 0.24
O 3.0656 0.5997 -0.4167 0.574 -0.154 0.524 -0.63
H 2.3049 0.0680 -0.1578 -0.338 0.035 0.498 0.36
H 2.9242 0.6643 -1.3479 0.037 0.321 -1.088 0.30
O 0.5686 3.1604 0.2406 -2.287 -0.785 -0.867 -0.62
H 0.5348 2.2132 -0.0174 0.133 0.801 0.251 0.30
H 1.4356 3.3211 0.5124 2.169 0.156 0.700 0.30
O -2.3297 1.3039 -1.1927 -2.705 -2.080 -1.219 -0.71
H -1.4127 1.4547 -1.4277 0.701 0.192 -0.224 0.49
H -2.6547 0.4651 -1.6934 1.047 2.341 1.613 0.25
O -0.5362 -0.9868 -2.7491 -0.854 -0.116 -0.703 -0.71
H -1.5079 -0.9795 -2.6329 0.880 -0.301 0.138 0.31
H -0.2003 -1.2545 -1.8926 -0.053 -0.346 0.651 0.41
O -2.1588 -2.1570 -0.4696 0.235 -0.269 0.671 -0.55
H -1.7970 -1.9858 0.4222 -0.269 0.367 -0.557 0.29
H -1.7988 -3.0356 -0.6170 -0.003 -0.243 -0.338 0.31
O 1.5257 -1.6709 2.9363 -1.459 -0.844 3.301 -0.61
H 2.3498 -1.9009 2.6053 1.794 -0.106 -1.474 0.27
H 0.9861 -1.1193 2.4095 -0.223 0.916 -1.322 0.34
O 0.9173 1.4343 2.9846 -0.024 0.998 1.562 -0.61
H 0.8056 1.0518 2.1264 -0.282 -0.264 -0.966 0.33
H 0.1937 2.0760 3.0831 0.354 -0.438 -0.310 0.32
O -0.0074 1.5956 -2.3007 0.082 -0.279 -0.534 -0.71
H -0.5357 1.5545 -3.1217 0.573 0.069 0.448 0.31
H 0.0399 0.6454 -2.0441 0.234 0.681 -0.443 0.29
O -2.7045 0.6120 1.4080 0.770 -0.359 -1.254 -0.70
H -1.9916 -0.0682 1.2182 -1.124 1.551 0.359 0.16
H -2.7043 1.1447 0.5486 0.175 -1.103 1.367 0.47
```
Forces are in eV/Å.

Calculated values
* energy above the lowest of the compared OMol25 structures with the same formula, charge and spin: 0.7754 eV
* highest occupied orbital energy: -6.9 eV
* charge: -1
* frontier orbital gap: 9.7 eV
* E_tot: -1224.691301 hartree
* strongest force on any atom: 0.072 Eh/bohr

=====

Record 4
A cluster of 15 separate species, ClH28O18 in total. Source: OMol25; level of theory: wB97M-V/def2-TZVPD.

Geometry as XYZ:
```
47
Properties=species:S:1:pos:R:3:forces:R:3:mulliken_charge:R:1
Cl 0.0233 -0.0022 0.3490 -1.822 1.023 0.190 1.06
O -0.4624 -0.1051 -1.0691 1.505 -0.409 2.482 -0.56
O 0.8785 1.2294 0.5190 -1.553 -2.563 -0.174 -0.19
O -1.2289 0.1934 1.1614 4.003 -1.175 -1.076 -0.70
O 0.7819 -1.2092 0.7588 -1.292 2.010 -0.592 -0.84
O 3.4404 -0.1437 1.6618 0.887 -0.314 0.726 -0.66
H 2.7954 0.1638 2.3263 -0.057 0.022 -1.046 0.32
H 3.1878 -0.0262 0.7437 -0.646 0.345 0.416 0.30
O -0.9870 2.5413 -1.3675 -0.201 1.937 0.421 -0.74
H -0.9228 1.6029 -1.2802 -0.259 -1.261 -0.088 0.38
H -0.9218 2.8689 -0.4556 -0.125 -0.143 -0.508 0.31
O -2.1532 -0.3044 -3.3301 -2.658 0.763 -0.134 -0.70
H -2.1763 -1.1968 -3.0170 0.331 -0.790 0.205 0.40
H -1.2633 -0.0685 -3.4479 1.927 0.179 -0.493 0.34
O -2.1827 -2.9374 -0.0422 0.539 0.030 -0.913 -0.55
H -1.7815 -2.7596 -0.9269 -0.943 0.008 0.925 0.35
H -2.3937 -3.8723 -0.1160 -0.111 -0.100 0.057 0.29
O 1.3093 0.0507 3.7265 -0.200 0.021 0.296 -0.61
H 0.8917 0.4064 4.5268 0.149 -0.115 -0.397 0.27
H 1.0083 -0.8645 3.6579 -0.055 0.091 -0.043 0.31
O 1.0602 -3.0336 -1.2481 0.534 -0.846 -1.494 -0.74
H 0.9210 -2.3650 -0.5998 -0.045 0.881 1.318 0.49
H 0.5890 -3.8145 -0.9742 -0.055 -0.430 0.548 0.33
O 1.1674 1.9322 -2.9747 -2.142 -0.392 -2.112 -0.68
H 0.3877 2.3282 -2.5599 -0.672 -0.074 -0.536 0.34
H 1.7439 2.1704 -2.3079 2.866 0.605 1.788 0.41
O -3.6227 0.9903 1.2792 0.197 -0.140 1.410 -0.70
H -3.8385 0.9278 2.2346 -0.079 0.207 -0.887 0.28
H -2.6582 0.7864 1.3231 -1.289 0.397 -0.511 0.59
O 2.7773 2.4084 -0.9831 0.977 0.439 -0.144 -0.68
H 2.0824 2.2326 -0.3621 -0.637 -0.609 0.481 0.47
H 3.2857 3.0916 -0.5495 0.379 0.221 0.022 0.33
O 0.5972 -0.7270 -3.5673 -1.612 -2.230 -0.527 -0.63
H 1.3164 -0.2102 -3.8319 1.455 1.598 -0.113 0.26
H 0.3900 -0.5589 -2.6514 0.481 0.433 0.445 0.46
O -1.2137 -2.9682 -2.6158 -0.091 -0.595 -0.711 -0.70
H -0.4607 -2.7695 -2.0503 0.712 0.532 0.368 0.18
H -0.6765 -3.2745 -3.3593 -0.545 0.126 -0.415 0.33
O -1.2652 -3.1844 2.5230 -1.683 -0.461 1.651 -0.66
H -0.7070 -2.9910 1.8023 0.822 0.524 -1.455 0.34
H -2.1674 -3.0128 2.1819 0.994 0.035 0.127 0.32
O 2.0454 3.1206 2.1850 0.400 0.898 0.510 -0.60
H 1.4426 2.8266 1.5197 -0.665 -0.934 -0.589 0.20
H 1.8240 4.0558 2.2258 0.259 0.190 0.291 0.31
O -1.2377 2.0657 3.2360 -1.294 -0.682 1.492 -0.62
H -0.6297 1.4964 2.8062 0.912 -1.193 -0.669 0.30
H -0.9958 2.9094 2.9399 0.404 1.940 -0.538 0.29
```
Forces are in eV/Å.

Calculated values
* energy above the lowest of the compared OMol25 structures with the same formula, charge and spin: 1.1940 eV
* highest occupied orbital energy: -7.5 eV
* charge: -1
* frontier orbital gap: 9.8 eV
* E_tot: -1831.117491 hartree
* strongest force on any atom: 0.084 Eh/bohr

=====

Record 5
A cluster of 2 separate species, ClH2N2O in total. Source: OMol25; level of theory: wB97M-V/def2-TZVPD.

Geometry as XYZ:
```
6
Properties=species:S:1:pos:R:3:forces:R:3:mulliken_charge:R:1
N 0.2036 -0.3413 0.0519 2.776 2.546 -1.170 0.58
N 0.8146 0.8493 -0.0094 -1.343 -2.006 0.320 -0.59
O 0.7667 -1.4615 0.0069 -0.560 0.940 0.295 -0.59
Cl -2.7239 0.3060 0.0215 0.130 -0.245 -0.061 -0.82
H -0.9545 -0.2658 -0.0206 0.988 0.437 0.472 0.22
H 1.8934 0.9133 -0.0502 -1.992 -1.672 0.144 0.20
```
Forces are in eV/Å.

Calculated values
* energy above the lowest of the compared OMol25 structures with the same formula, charge and spin: 3.4806 eV
* highest occupied orbital energy: -4.7 eV
* charge: -1
* frontier orbital gap: 9.4 eV
* E_tot: -646.132863 hartree
* strongest force on any atom: 0.077 Eh/bohr

=====

Record 6
The molecule ClH2NO. Source: OMol25; level of theory: wB97M-V/def2-TZVPD.

Geometry as XYZ:
```
5
Properties=species:S:1:pos:R:3:forces:R:3:mulliken_charge:R:1
N -0.0036 0.7084 -0.2100 2.768 -2.682 5.994 -0.34
O -0.1595 -0.7766 0.4066 -0.067 2.091 -1.643 -0.23
Cl 1.2242 -1.6682 0.1967 0.232 0.074 -0.132 0.04
H -0.5160 0.7299 -0.9913 -2.887 -0.496 -3.727 0.25
H -0.5452 1.0065 0.5980 -0.047 1.013 -0.493 0.28
```
Forces are in eV/Å.

Calculated values
* energy above the lowest of the compared OMol25 structures with the same formula, charge and spin: 1.2429 eV
* highest occupied orbital energy: -10.2 eV
* frontier orbital gap: 10.4 eV
* E_tot: -591.237500 hartree
* SMILES: NOCl
* strongest force on any atom: 0.139 Eh/bohr